Record 1
Entry from OMol25: a 6-piece molecular cluster, C12H24Cl12 overall at a distorted geometry (wB97M-V/def2-TZVPD).

```
48
Properties=species:S:1:pos:R:3
Cl -5.79 5.15 -1.17
C -4.76 4.16 -0.12
C -5.40 2.85 0.44
Cl -5.59 1.72 -0.93
H -4.43 4.82 0.69
H -3.88 3.90 -0.71
H -6.36 3.19 0.83
H -4.84 2.26 1.17
Cl -2.76 -3.51 -5.57
C -1.87 -3.26 -4.09
C -1.09 -4.48 -3.64
Cl 0.19 -4.89 -4.81
H -2.50 -2.87 -3.29
H -1.21 -2.41 -4.27
H -1.76 -5.31 -3.42
H -0.53 -4.26 -2.73
Cl 1.29 4.35 -3.47
C 2.98 3.98 -3.99
C 3.36 5.20 -4.89
Cl 5.02 4.81 -5.59
H 2.96 3.08 -4.60
H 3.66 3.90 -3.14
H 3.46 6.09 -4.27
H 2.69 5.36 -5.74
Cl -6.28 -5.20 4.55
C -6.16 -4.90 2.76
C -5.42 -3.57 2.38
Cl -3.74 -3.66 2.85
H -7.16 -5.00 2.36
H -5.53 -5.67 2.31
H -5.85 -2.64 2.76
H -5.42 -3.47 1.30
Cl 6.56 1.44 3.48
C 7.33 -0.01 4.24
C 7.73 0.16 5.73
Cl 6.41 0.66 6.80
H 8.19 -0.26 3.62
H 6.55 -0.76 4.09
H 8.47 0.95 5.88
H 8.13 -0.75 6.19
Cl 2.00 -0.81 -1.18
C 2.35 -0.04 0.37
C 1.19 -0.29 1.36
Cl -0.25 0.47 0.63
H 2.37 1.04 0.24
H 3.31 -0.42 0.71
H 1.45 0.24 2.28
H 0.98 -1.34 1.60
```

Multiplicity: 1
Structure (SMILES): ClCCCl.ClCCCl.ClCCCl.ClCCCl.ClCCCl.ClCCCl
HOMO-LUMO gap in eV: 10.87

Atomic partial charges in e from the Mulliken method, atoms 1 to 2: Cl -0.17; C -0.47


Record 2
Entry from OMol25: C30H34MnN10O4P as an isolated structure at a distorted geometry (wB97M-V/def2-TZVPD).

```
80
Properties=species:S:1:pos:R:3
Mn -0.21 -0.34 0.24
C 5.34 -0.88 0.32
N 4.37 -2.11 0.34
C 4.02 -2.45 -1.14
N 3.79 -1.35 -1.98
C 4.87 -0.39 -1.95
N 4.97 0.11 -0.59
C 3.96 1.07 -0.27
P 2.17 0.55 -0.62
C 3.26 -1.91 1.30
C 2.50 -0.73 -2.00
H 6.31 -1.28 0.03
H 5.39 -0.48 1.33
H 4.90 -2.92 0.67
H 3.16 -3.13 -1.13
H 4.89 -2.99 -1.52
H 4.68 0.42 -2.65
H 5.80 -0.89 -2.23
H 4.12 1.97 -0.88
H 4.04 1.36 0.78
H 2.67 -1.04 1.02
H 3.72 -1.72 2.27
H 2.39 -0.21 -2.96
H 1.74 -1.51 -1.92
O 0.55 0.20 3.02
C 0.23 0.00 1.94
O 1.82 1.88 -1.49
N 0.42 2.12 -1.76
O 0.17 3.13 -2.27
O -0.28 1.20 -1.40
C -2.80 -1.47 2.63
C -3.13 -0.67 1.43
N -2.27 -0.10 0.60
C -3.01 0.53 -0.37
C -4.33 0.32 -0.12
N -4.40 -0.45 1.01
C -5.61 -0.88 1.66
N -5.79 -0.19 2.91
N -5.92 1.14 2.91
N -6.06 1.57 4.07
C -6.02 0.56 4.97
C -6.09 0.52 6.36
C -6.05 -0.73 6.96
C -5.91 -1.90 6.20
C -5.83 -1.88 4.82
C -5.86 -0.64 4.21
H -1.73 -1.65 2.66
H -3.33 -2.43 2.60
H -3.10 -0.95 3.54
H -2.57 1.10 -1.16
H -5.20 0.64 -0.66
H -5.58 -1.96 1.86
H -6.45 -0.66 1.00
H -6.15 1.43 6.93
H -6.12 -0.80 8.03
H -5.90 -2.85 6.72
H -5.80 -2.80 4.26
C -3.26 -3.00 -1.84
C -2.99 -3.58 -0.61
C -1.77 -3.40 0.00
C -0.78 -2.61 -0.61
C -1.06 -2.03 -1.86
C -2.29 -2.23 -2.46
N 0.45 -2.36 0.07
C 1.23 -3.35 0.44
C 1.06 -4.68 -0.05
C 1.81 -5.72 0.38
C 2.84 -5.56 1.36
C 3.09 -4.34 1.86
C 2.31 -3.12 1.48
H -4.22 -3.14 -2.31
H -3.74 -4.19 -0.13
H -1.56 -3.86 0.96
H -0.30 -1.47 -2.39
H -2.49 -1.79 -3.42
H 0.30 -4.84 -0.81
H 1.64 -6.71 -0.02
H 3.40 -6.42 1.69
H 3.86 -4.20 2.61
H 1.73 -2.84 2.38
```

Multiplicity: 2
<S²>: 1.0959
HOMO-LUMO gap (spin up / spin down) in eV: 4.75 / 4.61
Total charge: +3

Atomic partial charges in e from the Mulliken method, atoms 1 to 2: Mn 0.60; C -0.87


Record 3
Entry from OMol25: a 3-piece molecular cluster, C18H30BClF2N2O6S2 overall (wB97M-V/def2-TZVPD).

```
62
Properties=species:S:1:pos:R:3
C 5.28 4.48 -0.16
C 4.41 4.40 -1.40
F 5.26 4.35 -2.50
C 3.47 3.16 -1.51
C 2.92 3.21 -2.88
N 2.50 3.24 -3.94
C 4.31 1.87 -1.42
C 3.60 0.54 -1.75
C 3.26 -0.33 -0.55
F 4.31 -0.36 0.35
C 2.27 3.26 -0.50
Cl 2.76 2.56 1.11
C 1.15 2.43 -0.92
N 0.24 1.78 -1.21
C 1.74 4.68 -0.22
B 1.04 5.48 -1.42
O 0.22 4.92 -2.34
O 1.22 6.83 -1.52
H 5.77 5.45 -0.16
H 4.70 4.38 0.76
H 6.06 3.72 -0.20
H 3.83 5.31 -1.51
H 4.81 1.81 -0.46
H 5.09 2.00 -2.17
H 4.25 -0.03 -2.41
H 2.67 0.70 -2.31
H 3.03 -1.34 -0.86
H 2.38 0.04 -0.02
H 0.98 4.56 0.56
H 2.54 5.26 0.25
H -0.27 4.14 -2.05
H 1.97 7.16 -1.01
O 1.42 -2.93 0.40
S 0.30 -3.00 1.31
O 0.17 -4.11 2.22
C 0.20 -1.45 2.20
C -0.68 -0.57 1.32
C -1.84 -1.46 0.86
C -1.22 -2.78 0.37
H 1.22 -1.07 2.34
H -0.26 -1.65 3.16
H -1.04 0.30 1.87
H -0.12 -0.21 0.46
H -2.51 -1.66 1.69
H -2.42 -1.00 0.07
H -1.85 -3.64 0.56
H -0.95 -2.74 -0.68
O -6.87 -3.39 -0.69
S -5.90 -3.49 0.37
O -5.05 -2.36 0.67
C -6.72 -4.05 1.86
C -6.64 -5.57 1.78
C -5.22 -5.89 1.31
C -4.91 -4.97 0.12
H -7.73 -3.65 1.87
H -6.16 -3.65 2.71
H -6.86 -6.02 2.75
H -7.37 -5.94 1.06
H -4.51 -5.70 2.12
H -5.11 -6.94 1.03
H -3.87 -4.68 0.06
H -5.23 -5.40 -0.82
```

Multiplicity: 1
Structure (SMILES): C[C@@H](F)[C@@](C#N)(CCCF)[C@](Cl)(C#N)CB(O)O.O=S1(=O)CCCC1.O=S1(=O)CCCC1
HOMO-LUMO gap in eV: 10.49

Atomic partial charges in e from the Mulliken method, atoms 1 to 2: C -1.60; C 0.12


Record 4
Entry from OMol25: C5H8N2O as an isolated structure at a distorted geometry (wB97M-V/def2-TZVPD).

```
16
Properties=species:S:1:pos:R:3
C -0.12 -1.19 -0.36
C 0.38 -0.07 -1.29
C -1.10 0.45 -1.26
C -1.06 -0.17 0.15
C 0.04 0.82 0.69
H 0.36 -1.92 1.53
H 1.27 -2.50 0.33
H -0.72 -1.94 -0.96
H 0.89 -0.23 -2.24
H -1.41 1.50 -1.34
H -1.71 -0.22 -1.88
H -2.04 -0.30 0.66
H 1.58 1.57 -0.18
N 0.81 -1.71 0.65
N 1.03 0.76 -0.26
O 0.01 1.45 1.72
```

Multiplicity: 1
HOMO-LUMO gap in eV: 10.12

Atomic partial charges in e from the Mulliken method, atoms 1 to 2: C 0.15; C -0.48


Record 5
Entry from OMol25: C39H55N4O8P2Zr as an isolated structure (wB97M-V/def2-TZVPD).

```
109
Properties=species:S:1:pos:R:3
Zr 0.27 0.30 -0.20
C 2.37 -0.18 2.31
N 1.11 0.56 2.07
C 1.29 2.01 2.34
C 1.99 2.69 1.19
C 2.90 3.71 1.38
C 3.45 4.33 0.27
C 3.06 3.91 -0.99
C 2.15 2.88 -1.09
N 1.61 2.28 -0.03
C 0.10 0.04 3.03
C -0.38 -1.31 2.57
C -0.89 -2.23 3.46
C -1.32 -3.46 2.99
C -1.20 -3.73 1.63
C -0.67 -2.76 0.81
N -0.27 -1.56 1.25
C 3.28 -0.20 1.13
C 4.65 -0.32 1.27
C 5.44 -0.41 0.13
C 4.82 -0.37 -1.11
C 3.45 -0.25 -1.17
N 2.68 -0.17 -0.07
H 2.11 -1.22 2.54
H 2.88 0.22 3.19
H 1.82 2.16 3.28
H 0.30 2.45 2.43
H 3.17 4.01 2.38
H 4.16 5.13 0.39
H 3.47 4.37 -1.88
H 1.82 2.53 -2.06
H -0.74 0.73 3.06
H 0.53 -0.03 4.03
H -0.95 -1.99 4.51
H -1.73 -4.20 3.67
H -1.49 -4.68 1.23
H -0.53 -2.93 -0.25
H 5.10 -0.35 2.25
H 6.51 -0.50 0.21
H 5.40 -0.42 -2.03
H 2.94 -0.20 -2.12
C -1.51 3.65 -2.66
C -1.46 2.58 -1.61
O -0.44 1.85 -1.59
C -2.54 2.44 -0.67
C -3.79 3.03 -0.92
C -4.84 2.87 -0.06
C -4.66 2.13 1.11
C -3.43 1.56 1.41
C -2.36 1.71 0.53
O -1.17 1.21 0.88
H -0.54 3.75 -3.13
H -1.82 4.61 -2.23
H -2.24 3.39 -3.42
H -3.93 3.61 -1.83
H -5.80 3.33 -0.27
H -5.48 2.01 1.81
H -3.29 1.01 2.32
C -0.04 1.31 -5.11
C 0.76 0.05 -4.94
C 2.20 0.18 -5.38
O 0.74 -0.27 -3.49
P 0.60 -1.70 -2.89
O 0.85 -1.56 -1.41
C -1.09 -2.28 -3.12
P -2.26 -1.22 -2.22
O -1.53 -0.47 -1.14
O -2.84 -0.19 -3.22
C -4.03 -0.45 -4.08
C -3.72 0.16 -5.43
C -5.23 0.16 -3.40
O -3.42 -2.08 -1.67
C -3.60 -3.54 -1.50
C -4.15 -4.13 -2.78
C -4.52 -3.71 -0.32
O 1.59 -2.58 -3.69
C 1.89 -4.04 -3.64
C 1.76 -4.57 -2.23
C 1.02 -4.75 -4.65
H -0.13 1.55 -6.17
H 0.46 2.15 -4.61
H -1.04 1.20 -4.69
H 0.28 -0.78 -5.46
H 2.70 0.98 -4.83
H 2.24 0.42 -6.44
H 2.75 -0.75 -5.23
H -1.13 -3.31 -2.73
H -1.36 -2.33 -4.18
H -4.14 -1.53 -4.17
H -3.57 1.24 -5.33
H -4.57 0.00 -6.10
H -2.84 -0.29 -5.88
H -5.10 1.23 -3.29
H -5.39 -0.29 -2.41
H -6.12 -0.02 -4.01
H -2.62 -3.95 -1.27
H -5.11 -3.67 -3.02
H -4.30 -5.20 -2.65
H -3.47 -3.98 -3.62
H -5.50 -3.28 -0.54
H -4.11 -3.22 0.57
H -4.65 -4.77 -0.11
H 2.93 -4.06 -3.96
H 0.72 -4.56 -1.89
H 2.37 -3.99 -1.53
H 2.11 -5.60 -2.21
H -0.03 -4.76 -4.34
H 1.35 -5.78 -4.74
H 1.10 -4.29 -5.63
```

Multiplicity: 1
HOMO-LUMO gap in eV: 8.24
Total charge: +3

Atomic partial charges in e from the Mulliken method, atoms 1 to 2: Zr 0.84; C -0.92


Record 6
Entry from OMol25: C32H39Br2N3O2Re as an isolated structure at a distorted geometry (wB97M-V/def2-TZVPD).

```
79
Properties=species:S:1:pos:R:3
Re -0.33 0.01 0.38
C 2.01 -4.05 -0.94
C 0.78 -3.57 -1.70
C 1.06 -2.22 -2.35
C -0.53 -3.61 -0.92
C -1.49 -4.52 -1.36
C -2.73 -4.63 -0.75
C -3.04 -3.82 0.32
C -2.13 -2.89 0.81
C -2.53 -2.07 2.02
C -3.76 -1.20 1.77
C -2.75 -3.00 3.21
C -0.89 -2.81 0.17
N 0.04 -1.83 0.70
C 1.10 -2.26 1.55
O 1.25 -3.37 1.96
C 1.94 -1.08 1.94
C 3.12 -1.05 2.67
C 3.64 0.19 3.03
C 2.93 1.36 2.74
C 1.76 1.24 2.03
N 1.34 0.06 1.60
C 0.68 2.28 1.85
O 0.76 3.43 2.17
N -0.52 1.67 1.33
C -1.77 2.16 1.88
C -2.62 2.92 1.07
C -3.75 3.47 1.67
C -4.02 3.28 3.01
C -3.14 2.54 3.80
C -2.00 1.98 3.26
C -1.04 1.24 4.18
C -0.37 2.21 5.15
C -1.75 0.12 4.93
C -2.31 3.29 -0.36
C -1.76 4.72 -0.42
C -3.53 3.15 -1.28
H 2.77 -4.37 -1.65
H 2.46 -3.26 -0.33
H 1.79 -4.89 -0.28
H 0.62 -4.27 -2.52
H 1.27 -1.45 -1.59
H 1.94 -2.28 -2.98
H 0.22 -1.89 -2.96
H -1.25 -5.17 -2.20
H -3.45 -5.35 -1.12
H -4.01 -3.92 0.80
H -1.70 -1.39 2.29
H -4.61 -1.80 1.47
H -4.04 -0.65 2.67
H -3.60 -0.46 0.98
H -3.59 -3.67 3.02
H -1.88 -3.62 3.40
H -2.99 -2.44 4.12
H 3.60 -1.98 2.95
H 4.56 0.24 3.59
H 3.26 2.33 3.09
H -4.42 4.08 1.08
H -4.90 3.72 3.46
H -3.35 2.43 4.85
H -0.26 0.77 3.57
H -1.11 2.65 5.82
H 0.35 1.68 5.78
H 0.14 3.02 4.65
H -2.51 0.52 5.60
H -2.24 -0.57 4.26
H -1.04 -0.43 5.54
H -1.52 2.63 -0.71
H -2.48 5.43 -0.03
H -0.85 4.81 0.17
H -1.54 5.00 -1.45
H -4.28 3.90 -1.06
H -3.24 3.31 -2.32
H -4.01 2.18 -1.19
Br 0.58 1.27 -1.77
C -1.07 0.82 -2.69
Br -2.14 -0.19 -1.43
H -0.84 0.17 -3.53
H -1.60 1.73 -2.95
```

Multiplicity: 2
<S²>: 0.7716
HOMO-LUMO gap (spin up / spin down) in eV: 5.93 / 6.12
Total charge: +2

Atomic partial charges in e from the Mulliken method, atoms 1 to 2: Re -0.53; C -1.57


Record 7
Entry from OMol25: one molecule with the formula C17H21N3S (wB97M-V/def2-TZVPD).

```
42
Properties=species:S:1:pos:R:3
C -1.38 -2.54 -2.31
C -2.06 -1.79 -1.21
C -2.92 -2.42 -0.33
C -3.54 -1.71 0.69
C -3.30 -0.35 0.87
C -3.97 0.42 1.96
C -2.41 0.28 -0.01
N -2.17 1.66 0.16
C -1.07 2.35 -0.29
S -1.32 3.87 -0.90
N 0.15 1.80 -0.16
C 1.30 2.47 -0.72
C 0.45 0.81 0.86
C 1.14 -0.46 0.31
C 2.63 -0.34 0.24
C 3.41 -0.26 1.39
C 4.78 -0.15 1.27
C 5.34 -0.13 0.00
C 4.49 -0.22 -1.08
N 3.17 -0.32 -0.97
C -1.82 -0.43 -1.05
H -1.92 -3.45 -2.55
H -0.37 -2.81 -2.01
H -1.31 -1.93 -3.21
H -3.12 -3.47 -0.44
H -4.22 -2.21 1.36
H -4.47 -0.24 2.65
H -3.24 1.02 2.51
H -4.72 1.11 1.54
H -2.99 2.24 0.22
H 0.97 3.18 -1.47
H 1.85 3.02 0.06
H 1.96 1.73 -1.17
H -0.47 0.53 1.36
H 1.11 1.28 1.60
H 0.88 -1.29 0.96
H 0.76 -0.67 -0.69
H 2.94 -0.29 2.37
H 5.41 -0.09 2.15
H 6.41 -0.05 -0.14
H 4.87 -0.21 -2.10
H -1.18 0.09 -1.74
```

Multiplicity: 1
Structure (SMILES): Cc1ccc(C)c(NC(=S)N(C)CCc2ccccn2)c1
HOMO-LUMO gap in eV: 8.58

Atomic partial charges in e from the Mulliken method, atoms 1 to 2: C -1.58; C 1.00


Record 8
Entry from OMol25: a 16-piece molecular cluster, H31O16 overall at a distorted geometry (wB97M-V/def2-TZVPD).

```
47
Properties=species:S:1:pos:R:3
O -2.34 0.25 -5.22
H -1.69 -5.11 -0.29
H -3.02 -3.02 -1.62
O 2.77 -1.36 1.25
H -1.54 0.77 -5.17
H -2.70 0.01 -4.38
O 1.72 -0.79 4.64
H 2.68 -1.23 0.33
H -3.28 -3.30 -3.05
O -3.78 -3.13 -2.25
H -0.84 2.13 1.93
H 2.54 -0.64 1.76
O -2.38 -5.30 0.44
H 3.13 0.13 -3.18
H 1.57 1.96 1.94
O 2.34 4.46 -2.31
H 3.19 4.34 -1.89
H 1.74 4.11 -1.63
O -0.26 5.20 0.23
H -0.14 4.25 0.41
H 0.34 5.61 0.88
O 0.04 1.18 4.20
H 0.23 2.05 3.98
H 1.68 0.12 4.41
O 0.92 -2.98 -1.45
H 0.22 -2.83 -0.88
O 3.75 -0.34 -3.72
H -2.66 -4.42 0.72
H 4.33 0.01 -4.32
O 1.48 0.67 -0.49
H 1.64 -1.14 3.75
H 0.38 -1.10 -3.57
O 0.78 2.19 1.38
H -2.84 -2.33 4.93
H -0.99 -0.85 -1.17
O -1.40 2.66 2.55
H 0.82 0.06 -0.18
H 1.04 0.35 -2.83
O -1.74 -1.10 -0.67
H 1.07 1.76 0.50
H -1.75 -0.54 0.13
O 0.23 -0.21 -3.31
H 0.68 -2.64 -2.40
H -0.58 0.77 3.61
O -2.34 -1.47 4.82
H -2.21 2.82 2.03
H -1.45 -1.83 4.58
```

Multiplicity: 1
HOMO-LUMO gap in eV: 8.02
Total charge: -1

Atomic partial charges in e from the Mulliken method, atoms 1 to 2: O -0.64; H 0.32